[1]
The following is a DFT calculation (ωB97M-V with the def2-TZVPD basis set) of an isolated molecule of C5H8.

Cartesian coordinates (Å):
C1 -1.69 0.05 1.40
C2 -0.59 0.57 0.75
C3 0.35 0.17 -0.30
C4 0.95 1.12 -1.05
C5 0.74 -1.31 -0.56
H1 -2.00 -0.87 1.00
H2 -2.18 0.62 2.32
H3 -0.37 1.57 1.08
H4 1.81 0.98 -1.82
H5 0.67 2.18 -1.00
H6 -0.11 -1.98 -0.21
H7 1.64 -1.64 -0.03
H8 0.78 -1.47 -1.58

## Properties
E_HOMO: -8.781 eV
SMILES: C=CC(=C)C
Charge: 0
LUMO energy: 0.906 eV
ΔE to the lowest compared entry with this formula, charge and spin: 155.0 kJ/mol
DFT total energy: -5312.560 eV
Frontier orbital gap: 9.687 eV
Molar mass: 68.12 Da

[2]
The following is a DFT calculation (ωB97M-V with the def2-TZVPD basis set) of a structure of composition C5H8Ag3BBr4F4O3.

Cartesian coordinates (Å):
Ag1 5.88 0.32 -0.54
Ag2 1.12 -3.03 6.08
Ag3 2.38 -5.25 -0.25
C1 3.39 -7.38 4.78
O1 2.38 -7.04 4.19
O2 3.85 -8.46 4.52
O3 4.02 -6.56 5.41
B1 1.57 -0.70 1.86
F1 1.67 -0.26 0.56
F2 0.61 -1.69 2.03
F3 2.73 -1.29 2.32
F4 1.24 0.33 2.72
Br1 3.45 5.11 -2.36
C2 1.55 5.05 -2.86
C3 1.52 4.66 -4.34
Br2 -0.36 4.35 -4.75
H1 1.06 6.02 -2.75
H2 0.98 4.37 -2.23
H3 2.06 3.73 -4.49
H4 1.96 5.48 -4.91
Br3 -5.54 -1.85 0.13
C4 -5.32 0.12 0.14
C5 -5.27 0.65 -1.25
Br4 -6.94 0.60 -2.31
H5 -4.31 0.31 0.50
H6 -6.14 0.56 0.71
H7 -4.45 0.14 -1.75
H8 -5.09 1.72 -1.16

## Properties
E_HOMO: -5.462 eV
Charge: 0
LUMO energy: -3.798 eV
ΔE to the lowest compared entry with this formula, charge and spin: 1109.8 kJ/mol
DFT total energy: -315164.616 eV
Frontier orbital gap: 1.663 eV
Molar mass: 846.14 Da

[3]
The following is a DFT calculation (ωB97M-V with the def2-TZVPD basis set) of an isolated molecule of C5H8BN.

Cartesian coordinates (Å):
B1 -1.30 0.42 -0.90
N1 -1.16 -0.88 -0.52
C1 0.03 -1.01 0.33
C2 1.37 -0.62 -0.36
C3 1.33 0.64 -0.76
C4 -0.19 1.23 -0.08
C5 -0.14 0.24 1.22
H1 -2.22 0.96 -1.61
H2 -1.63 -1.80 -0.69
H3 -0.05 -2.05 0.93
H4 2.21 -1.26 -0.62
H5 2.17 1.14 -1.28
H6 -0.29 2.32 0.06
H7 0.75 0.29 2.06
H8 -1.17 0.23 1.58

## Properties
E_HOMO: -9.314 eV
SMILES: B1N[C@H]2C=C[C@@H]1C2
Charge: 0
LUMO energy: 0.815 eV
ΔE to the lowest compared entry with this formula, charge and spin: 150.9 kJ/mol
DFT total energy: -7479.407 eV
Frontier orbital gap: 10.129 eV
Molar mass: 92.94 Da

[4]
The following is a DFT calculation (ωB97M-V with the def2-TZVPD basis set) of a cluster of 2 separate species, C5H8Br2 in total.

Cartesian coordinates (Å):
C1 0.19 -1.22 0.28
C2 2.06 0.71 -1.86
C3 -0.81 -0.63 0.91
C4 0.93 1.32 -2.57
C5 -1.05 -0.58 2.37
Br1 3.01 -0.53 -2.86
Br2 -2.14 0.30 -0.12
H1 0.94 -1.75 0.84
H2 0.29 -1.20 -0.79
H3 0.54 0.82 -3.46
H4 1.31 2.31 -2.87
H5 0.13 1.52 -1.85
H6 -2.02 -1.00 2.63
H7 -1.05 0.46 2.71
H8 -0.27 -1.12 2.90

## Properties
E_HOMO: -8.603 eV
Charge: 0
LUMO energy: -0.462 eV
ΔE to the lowest compared entry with this formula, charge and spin: 329.2 kJ/mol
DFT total energy: -145395.830 eV
Frontier orbital gap: 8.141 eV
Molar mass: 227.93 Da

[5]
The following is a DFT calculation (ωB97M-V with the def2-TZVPD basis set) of the ion C5H8Br2NS with charge +1.

Cartesian coordinates (Å):
C1 0.73 -0.47 1.85
C2 0.25 0.30 0.59
C3 0.79 1.45 0.28
Br1 2.24 2.34 1.18
S1 0.24 2.28 -1.20
C4 -1.25 0.80 -1.08
Br2 -2.69 1.61 -0.03
N1 -0.66 -0.26 -0.36
C5 0.12 -1.26 -1.27
H1 -0.23 -0.88 2.41
H2 1.28 0.29 2.50
H3 1.38 -1.22 1.54
H4 -1.65 0.40 -2.02
H5 -1.39 -0.83 0.23
H6 0.62 -0.60 -2.09
H7 0.82 -1.85 -0.74
H8 -0.59 -2.09 -1.79

## Properties
E_HOMO: -13.188 eV
SMILES: CC1=C(Br)S[C@H](Br)[N@H+]1C
Charge: +1
LUMO energy: -4.207 eV
ΔE to the lowest compared entry with this formula, charge and spin: 13.9 kJ/mol
DFT total energy: -157715.675 eV
Frontier orbital gap: 8.981 eV
Molar mass: 274.00 Da

[6]
The following is a DFT calculation (ωB97M-V with the def2-TZVPD basis set) of a cluster of 2 separate species, C5H8BrCl in total.

Cartesian coordinates (Å):
C1 -0.17 1.39 -0.84
C2 0.31 0.16 -0.73
C3 -0.16 2.14 -2.18
C4 0.08 -2.34 1.74
C5 0.17 -0.85 1.96
Cl1 -1.26 0.22 2.28
Br1 0.65 -1.27 -1.86
H1 -0.25 1.96 0.04
H2 -0.11 1.51 -3.07
H3 -1.20 2.56 -2.24
H4 0.58 3.06 -2.22
H5 1.01 -2.68 1.39
H6 -0.41 -2.64 0.84
H7 -0.27 -2.92 2.65
H8 1.03 -0.30 2.24

## Properties
E_HOMO (spin up / spin down): -8.527 / -8.170 eV
Charge: 0
LUMO energy (spin up / spin down): 0.291 / -0.291 eV
ΔE to the lowest compared entry with this formula, charge and spin: 364.8 kJ/mol
DFT total energy: -87874.685 eV
Frontier orbital gap (spin up / spin down): 8.817 / 7.879 eV
Molar mass: 183.48 Da

[7]
The following is a DFT calculation (ωB97M-V with the def2-TZVPD basis set) of an isolated molecule of C5H8BrCl.

Cartesian coordinates (Å):
C1 0.53 -1.07 -0.28
C2 -0.32 -0.04 0.32
C3 -0.07 1.38 -0.15
C4 -1.23 -0.29 1.54
C5 -1.97 -0.51 0.26
Cl1 -2.35 -2.24 -0.20
Br1 -3.39 0.71 -0.30
H1 0.02 -1.40 -1.11
H2 0.76 -1.88 0.47
H3 1.49 -0.61 -0.58
H4 -0.56 1.61 -0.98
H5 0.95 1.35 -0.40
H6 -0.20 2.19 0.58
H7 -1.03 -1.30 2.11
H8 -1.66 0.53 2.03

## Properties
E_HOMO: -9.042 eV
SMILES: CC1(C)C[C@@]1(Cl)Br
Charge: 0
LUMO energy: 0.626 eV
ΔE to the lowest compared entry with this formula, charge and spin: 81.2 kJ/mol
DFT total energy: -87877.624 eV
Frontier orbital gap: 9.668 eV
Molar mass: 183.48 Da

[8]
The following is a DFT calculation (ωB97M-V with the def2-TZVPD basis set) of an isolated molecule of C5H8BrI.

Cartesian coordinates (Å):
C1 -1.05 0.98 2.01
C2 -0.15 1.08 1.07
Br1 0.55 2.78 0.41
C3 0.54 -0.24 0.10
C4 0.30 0.07 -1.35
C5 1.92 -0.29 0.50
I1 2.23 -1.03 2.52
H1 -1.47 1.90 2.61
H2 -1.54 0.17 2.32
H3 0.03 -1.10 0.42
H4 1.30 0.31 -1.77
H5 -0.40 0.94 -1.43
H6 -0.13 -0.74 -1.95
H7 2.66 -0.77 -0.10
H8 2.31 0.67 0.52

## Properties
E_HOMO: -9.287 eV
SMILES: C=C(Br)[C@@H](C)CI
Charge: 0
LUMO energy: 0.470 eV
ΔE to the lowest compared entry with this formula, charge and spin: 71.3 kJ/mol
DFT total energy: -83455.909 eV
Frontier orbital gap: 9.757 eV
Molar mass: 274.93 Da

[9]
The following is a DFT calculation (ωB97M-V with the def2-TZVPD basis set) of a cluster of 3 separate species, C5H8BrIO in total.

Cartesian coordinates (Å):
C1 2.74 0.74 -2.51
C2 -2.24 -1.10 0.16
C3 -0.85 0.49 1.54
C4 -0.42 0.36 -0.90
C5 -1.17 -0.07 0.14
O1 2.63 -0.22 -3.06
Br1 -0.81 -0.07 -2.75
I1 4.01 0.65 1.47
H1 -1.92 -1.91 -0.57
H2 -2.35 -1.61 1.12
H3 -3.26 -0.76 -0.02
H4 -0.57 1.57 1.72
H5 -1.66 0.08 2.29
H6 0.11 -0.09 1.82
H7 0.54 0.92 -0.89
H8 5.22 1.01 0.45

## Properties
E_HOMO: -8.917 eV
Charge: 0
LUMO energy: 0.354 eV
ΔE to the lowest compared entry with this formula, charge and spin: 102.1 kJ/mol
DFT total energy: -85503.635 eV
Frontier orbital gap: 9.270 eV
Molar mass: 290.93 Da

[10]
The following is a DFT calculation (ωB97M-V with the def2-TZVPD basis set) of the ion C5H8BrN2 with charge +1.

Cartesian coordinates (Å):
C1 1.97 0.33 1.28
C2 1.56 0.02 0.06
N1 0.13 -0.20 -0.20
C3 -0.93 0.77 0.22
C4 -0.90 2.08 0.11
C5 -0.24 -1.39 -0.69
N2 -1.48 -1.56 -1.27
Br1 1.19 -2.74 -0.86
H1 2.98 0.61 1.63
H2 1.07 0.31 2.01
H3 2.12 0.02 -0.79
H4 -1.72 0.05 0.62
H5 -1.76 2.53 0.41
H6 -0.09 2.64 -0.21
H7 -2.13 -0.94 -0.88
H8 -1.76 -2.53 -1.45

## Properties
E_HOMO: -13.967 eV
SMILES: C=CN(C=C)C(=[NH2+])Br
Charge: +1
LUMO energy: -4.302 eV
ΔE to the lowest compared entry with this formula, charge and spin: 321.4 kJ/mol
DFT total energy: -78328.260 eV
Frontier orbital gap: 9.665 eV
Molar mass: 176.04 Da

[11]
The following is a DFT calculation (ωB97M-V with the def2-TZVPD basis set) of the ion C5H8BrN2 with charge +1.

Cartesian coordinates (Å):
N1 2.03 -1.77 0.34
C1 1.03 -1.18 -0.43
C2 -0.27 -1.32 -0.13
C3 -1.60 -0.81 -0.31
C4 -2.42 0.25 -0.46
Br1 -4.30 0.07 -0.07
C5 -2.25 1.97 0.33
N2 -1.23 2.51 0.78
H1 2.00 -2.70 0.80
H2 2.98 -1.79 -0.01
H3 1.33 -0.50 -1.17
H4 -0.49 -2.24 0.38
H5 -2.26 -1.67 -0.47
H6 -3.21 2.33 0.50
H7 -1.32 3.16 1.51
H8 -0.34 2.12 0.56

## Properties
E_HOMO: -11.871 eV
SMILES: N/C=C/C=C(/Br)C=[NH2+]
Charge: +1
LUMO energy: -4.691 eV
ΔE to the lowest compared entry with this formula, charge and spin: 530.3 kJ/mol
DFT total energy: -78326.095 eV
Frontier orbital gap: 7.180 eV
Molar mass: 176.04 Da

[12]
The following is a DFT calculation (ωB97M-V with the def2-TZVPD basis set) of a cluster of 2 separate species, C5H8BrN2 in total.

Cartesian coordinates (Å):
C1 1.22 0.97 -0.73
C2 1.16 0.45 -1.98
C3 -0.80 -0.03 -1.04
C4 -0.01 0.64 -0.13
C5 -0.33 0.83 1.20
N1 -0.07 -0.09 -2.18
N2 -0.55 -1.30 1.93
Br1 0.65 1.59 2.53
H1 2.09 1.11 -0.11
H2 1.97 0.53 -2.87
H3 -1.76 -0.49 -0.99
H4 -1.43 0.79 1.43
H5 -0.40 -0.81 -2.83
H6 -0.73 -1.03 2.86
H7 -1.27 -1.60 1.33
H8 0.27 -1.57 1.58

## Properties
E_HOMO: -13.293 eV
Charge: +1
LUMO energy: -5.150 eV
ΔE to the lowest compared entry with this formula, charge and spin: 294.0 kJ/mol
DFT total energy: -78328.544 eV
Frontier orbital gap: 8.143 eV
Molar mass: 176.04 Da